one) ORCA calculation (wB97M-V/def2-TZVPD) on the molecule C3H6INO.

Calculated values
* E_LUMO: 0.4 eV
* multiplicity: 1
* HOMO-LUMO gap: 9.949 eV
* SMILES: [H]/N=C(/CI)OC
* highest occupied orbital energy: -9.5 eV

CARTESIAN COORDINATES (ANGSTROEM)
H  1.08860  -1.63835  -0.26644
N  0.91834  -1.15095  0.61926
C  0.26804  -0.06720  0.45649
C  -0.03236  0.65628  1.74492
I  -2.08074  0.75429  2.32373
O  -0.33942  0.57590  -0.59247
C  -0.23990  -0.08728  -1.84202
H  0.50805  1.63747  1.67353
H  0.54277  0.20406  2.42836
H  -0.52359  0.69266  -2.44993
H  -0.82565  -1.09306  -1.89670
H  0.71586  -0.48381  -2.19874

Results of the Mulliken charge analysis, in e, for atoms 1 through 8:
1. H 0.25
2. N -0.62
3. C 0.64
4. C -1.01
5. I 0.07
6. O -0.26
7. C -0.84
8. H 0.36

=====

two) ORCA calculation (wB97M-V/def2-TZVPD) on the molecule C3H6INO.

Calculated values
* E_LUMO: 0.1 eV
* multiplicity: 1
* HOMO-LUMO gap: 8.614 eV
* highest occupied orbital energy: -8.6 eV

CARTESIAN COORDINATES (ANGSTROEM)
C  0.05280  -0.41856  -0.07580
C  0.88111  -1.18359  0.91900
C  0.30944  1.04987  -0.11468
N  -0.77963  -1.06795  -0.77231
O  -2.64699  1.57636  -1.22698
I  -2.21182  -0.07568  -1.89011
H  1.59166  -1.83204  0.41270
H  1.42228  -0.49516  1.56299
H  0.23534  -1.81342  1.52724
H  -0.25093  1.53291  -0.91168
H  1.37543  1.22542  -0.26305
H  0.02132  1.50184  0.83269

Results of the Mulliken charge analysis, in e, for atoms 1 through 8:
1. C 1.07
2. C -1.03
3. C -1.21
4. N -0.79
5. O -0.67
6. I 0.65
7. H 0.29
8. H 0.31

=====

Name the most stable of them. one).

=====

one) ORCA calculation (wB97M-V/def2-TZVPD) on a 2-piece molecular cluster, C6H16O overall.

Calculated values
* E_LUMO: 0.8 eV
* multiplicity: 1
* HOMO-LUMO gap: 10.816 eV
* SMILES: CCC(C)CC.O
* highest occupied orbital energy: -10.0 eV

CARTESIAN COORDINATES (ANGSTROEM)
C  -1.49458  -0.52640  -2.47781
C  -0.86438  -0.73897  -1.09963
C  -0.40886  0.72734  -0.62358
C  -1.54404  1.72013  -0.57186
C  0.07863  0.37478  0.83520
C  0.76580  1.53109  1.56066
H  -2.50268  -0.21204  -2.41110
H  -0.97676  0.20747  -3.16368
H  -1.63459  -1.55829  -2.87370
H  0.08156  -1.21677  -1.24922
H  -1.59964  -1.29672  -0.46352
H  0.37039  0.97725  -1.26623
H  -2.47442  1.37585  0.01883
H  -1.98478  1.91484  -1.58656
H  -1.28362  2.70638  -0.09258
H  -0.79927  -0.11138  1.31012
H  0.96221  -0.40790  0.60310
H  0.13802  2.07955  2.05588
H  1.58033  1.21742  2.32911
H  1.10424  2.20078  0.65725
O  4.08587  -3.46748  2.47710
H  4.93439  -3.91521  2.67879
H  3.46619  -3.58172  3.35345

Results of the Mulliken charge analysis, in e, for atoms 1 through 8:
1. C -1.36
2. C -0.52
3. C 0.01
4. C -1.31
5. C -0.22
6. C -1.27
7. H 0.36
8. H 0.32

=====

two) ORCA calculation (wB97M-V/def2-TZVPD) on a 2-piece molecular cluster, C6H16O overall.

Calculated values
* E_LUMO: 1.0 eV
* multiplicity: 1
* HOMO-LUMO gap: 10.960 eV
* SMILES: CC(C)C.CCO
* highest occupied orbital energy: -10.0 eV

CARTESIAN COORDINATES (ANGSTROEM)
C  -2.31672  -0.97776  0.55109
C  -1.26641  0.08017  0.24544
C  -0.72432  -0.04695  -1.15200
C  -1.76270  1.48408  0.55430
H  -1.92830  -1.97509  0.35298
H  -3.20041  -0.82435  -0.06882
H  -2.63205  -0.92703  1.59204
H  -0.32260  -0.15994  0.92097
H  -0.16922  0.82356  -1.47673
H  0.06600  -0.85086  -1.08923
H  -1.51022  -0.24671  -1.88709
H  -2.11528  1.56022  1.58135
H  -0.98059  2.22252  0.38515
H  -2.59729  1.73922  -0.10031
C  2.67170  0.65055  0.02788
C  2.17999  -0.77276  0.26474
O  2.38955  -1.61308  -0.84881
H  3.69109  0.65470  -0.35964
H  2.02414  1.16304  -0.68218
H  2.66329  1.20610  0.96742
H  1.09453  -0.74689  0.78139
H  2.78591  -1.22997  1.05155
H  1.95990  -1.21276  -1.61149

Results of the Mulliken charge analysis, in e, for atoms 1 through 8:
1. C -1.58
2. C 1.55
3. C -1.04
4. C -1.56
5. H 0.36
6. H 0.37
7. H 0.39
8. H -0.46

=====

Name the most stable of them. two).